This record from the OMol25 dataset describes a cluster of 14 separate species, C37H77FN6O29S7 in total. The level of theory is wB97M-V/def2-TZVPD.

As for the charge: -1. As for the spin multiplicity: 2. The LUMO energy (alpha / beta) comes out at 1.1 / 1.1 eV. As for the frontier orbital gap (alpha / beta): 2.88 / 6.67 eV. The value obtained for the calculated total energy is -6852.957329 Ha.

Each line ends with the Löwdin charge.
Atoms and positions in Å:
C -1.96 4.86 -0.27  0.088
N -3.37 4.12 -0.27  -0.368
O -3.49 3.21 -1.09  0.015
O -4.29 4.55 0.44  0.041
H -1.39 4.64 0.63  0.054
H -2.25 5.91 -0.30  0.098
H -1.41 4.61 -1.18  0.065
C -0.77 3.02 -3.79  0.022
N -1.20 4.08 -4.74  -0.391
O -1.22 5.30 -4.35  0.006
O -1.55 3.79 -5.86  0.064
H 0.27 3.26 -3.56  0.068
H -0.82 2.00 -4.17  0.088
H -1.40 3.00 -2.90  0.078
C -4.17 -4.37 0.01  0.045
N -5.21 -4.06 1.06  -0.421
O -5.65 -2.92 0.94  0.034
O -5.51 -4.92 1.87  0.081
H -4.06 -5.46 0.04  0.090
H -3.21 -3.91 0.23  0.084
H -4.54 -4.03 -0.95  0.089
C 3.67 0.95 4.23  0.054
N 2.48 0.17 3.73  -0.370
O 2.58 -1.05 3.45  0.014
O 1.47 0.87 3.66  0.032
H 3.49 2.02 4.40  0.088
H 4.26 0.75 3.34  0.076
H 4.12 0.46 5.09  0.094
C 3.19 -0.39 -3.88  0.035
N 4.61 -0.07 -3.70  -0.490
O 5.26 -0.83 -3.10  0.098
O 4.96 0.98 -4.16  0.057
H 2.77 0.35 -4.56  0.102
H 2.67 -0.46 -2.92  0.086
H 3.32 -1.35 -4.38  0.085
C 6.29 1.10 -0.04  0.002
N 4.93 0.96 0.66  -0.609
O 4.43 1.97 1.14  -0.166
O 4.37 -0.12 0.74  -0.155
H 6.16 1.56 -1.02  0.048
H 6.86 0.17 0.01  0.073
H 6.69 1.94 0.52  0.059
C -6.34 1.33 -3.66  -0.248
C -6.49 0.51 -4.95  -0.211
C -5.12 -0.14 -5.13  -0.213
S -4.33 -0.28 -3.47  0.717
O -3.17 0.62 -3.52  -0.334
O -4.14 -1.68 -3.09  -0.359
C -5.73 0.49 -2.59  -0.209
H -7.36 1.69 -3.49  0.120
H -5.74 2.22 -3.83  0.124
H -6.76 1.18 -5.76  0.119
H -7.25 -0.27 -4.87  0.115
H -4.44 0.47 -5.73  0.103
H -5.26 -1.09 -5.64  0.099
H -5.44 0.87 -1.61  0.102
H -6.50 -0.25 -2.36  0.110
C -1.27 -4.96 -4.15  -0.204
C -0.32 -5.65 -3.12  -0.242
C 1.10 -5.12 -3.30  -0.174
S 0.73 -3.23 -3.62  0.752
O 1.47 -2.91 -4.82  -0.341
O 1.01 -2.55 -2.34  -0.358
C -1.13 -3.44 -3.91  -0.175
H -2.29 -5.32 -4.00  0.111
H -0.95 -5.27 -5.15  0.111
H -0.09 -6.71 -3.19  0.115
H -0.69 -5.43 -2.12  0.105
H 1.42 -5.60 -4.22  0.093
H 1.97 -5.27 -2.67  0.090
H -1.39 -2.72 -4.69  0.104
H -1.67 -3.35 -2.97  0.085
C 4.36 3.86 -2.57  -0.197
C 2.97 3.23 -2.29  -0.208
C 2.00 4.40 -2.07  -0.205
S 2.97 5.79 -1.25  0.744
O 2.84 5.92 0.23  -0.365
O 3.01 6.95 -2.13  -0.361
C 4.62 4.96 -1.50  -0.202
H 4.40 4.44 -3.49  0.111
H 5.13 3.09 -2.66  0.086
H 2.90 2.53 -1.46  0.110
H 2.58 2.60 -3.08  0.090
H 1.00 4.32 -1.65  0.080
H 1.79 4.86 -3.04  0.086
H 4.75 4.48 -0.53  0.080
H 5.48 5.61 -1.67  0.102
C 1.82 4.67 3.48  -0.180
C 0.87 3.84 2.58  -0.225
C -0.50 3.94 3.18  -0.225
S -0.74 5.74 3.63  0.715
O -1.47 5.88 4.88  -0.348
O -1.28 6.41 2.48  -0.359
C 1.15 6.09 3.65  -0.153
H 2.85 4.76 3.14  0.108
H 2.00 4.03 4.35  0.097
H 1.19 2.80 2.52  0.088
H 0.75 4.07 1.52  0.101
H -0.61 3.48 4.16  0.094
H -1.32 3.63 2.53  0.077
H 1.39 6.67 4.55  0.081
H 1.41 6.75 2.82  0.086
C 0.13 -0.98 1.24  -0.202
C -0.93 -1.68 0.35  -0.148
C -1.31 -0.68 -0.88  -0.178
S -0.19 0.77 -0.80  0.711
O -0.82 1.88 -0.09  -0.330
O 0.49 0.99 -2.07  -0.343
C 0.98 -0.15 0.28  -0.206
H 0.79 -1.72 1.69  0.090
H -0.22 -0.39 2.08  0.089
H -1.76 -1.96 0.99  0.084
H -0.63 -2.62 -0.13  0.088
H -2.32 -0.35 -1.13  0.065
H -0.93 -1.13 -1.79  0.053
H 1.57 0.55 0.86  0.090
H 1.71 -0.67 -0.34  0.086
C -0.14 -3.13 5.19  -0.241
C -0.54 -3.98 6.40  -0.202
C -2.03 -4.43 6.13  -0.181
S -2.86 -2.88 5.47  0.697
O -3.50 -2.21 6.58  -0.335
O -3.59 -3.20 4.26  -0.343
C -1.23 -2.08 5.06  -0.214
H -0.12 -3.66 4.24  0.109
H 0.87 -2.72 5.23  0.111
H -0.39 -3.42 7.33  0.115
H 0.17 -4.80 6.35  0.104
H -2.65 -4.76 6.96  0.090
H -2.03 -5.13 5.29  0.090
H -1.01 -1.25 5.72  0.107
H -1.21 -1.64 4.06  0.078
C 2.68 -4.34 1.34  -0.169
C 3.26 -3.32 0.28  -0.183
C 4.29 -4.12 -0.54  -0.190
S 4.99 -5.52 0.47  0.701
O 6.42 -5.32 0.78  -0.356
O 4.54 -6.78 -0.10  -0.361
C 3.93 -5.18 1.91  -0.208
H 2.05 -5.09 0.87  0.094
H 2.09 -3.86 2.12  0.085
H 3.72 -2.44 0.72  0.086
H 2.53 -2.82 -0.36  0.078
H 5.12 -3.51 -0.90  0.102
H 3.85 -4.64 -1.39  0.071
H 4.41 -4.43 2.55  0.096
H 3.87 -6.11 2.48  0.093
C -3.95 0.43 1.65  -0.038
C -4.56 1.60 2.36  -0.324
O -3.42 2.18 2.96  0.130
C -2.57 1.14 3.23  -0.503
O -1.68 1.14 4.09  0.131
O -3.00 0.02 2.64  0.059
F -5.45 1.17 3.26  0.102
H -3.34 0.84 0.84  0.117
H -4.56 -0.39 1.25  0.138
H -5.05 2.25 1.62  0.158